(1)
This record from the OMol25 dataset describes the molecule C17H21N3O2 in a non-equilibrium geometry. The level of theory is the ωB97M-V functional and the def2-TZVPD basis.

XYZ file:
```
43
Properties=species:S:1:pos:R:3
C 0.03 -4.90 5.56
C -0.11 -3.68 4.83
C 0.59 -2.29 5.20
C 0.46 -1.13 4.53
C -0.27 -1.09 3.37
C -0.68 -2.44 2.76
C -0.85 -2.11 1.37
N -1.07 -0.77 1.22
N -0.32 -0.24 2.35
C 0.01 0.94 2.24
O 0.45 1.50 3.25
C -0.39 2.04 1.28
C 0.69 1.48 0.00
C 0.51 2.53 -1.21
O 0.27 3.79 -0.92
N 0.46 1.91 -2.36
C 0.23 2.49 -3.66
C -1.23 2.03 -4.32
C -0.54 1.46 -5.77
C 0.81 1.31 -5.39
C 1.35 2.30 -4.55
C -0.68 -3.78 3.51
H -0.44 -4.72 6.54
H -0.25 -5.74 4.81
H 1.02 -5.02 5.72
H 0.68 -2.42 6.21
H 0.68 -0.29 4.90
H -1.55 -2.69 0.60
H -0.24 3.01 1.41
H -1.32 1.43 0.77
H 0.47 0.57 -0.25
H 1.69 1.91 0.42
H 0.43 0.73 -2.35
H 0.04 3.54 -3.34
H -1.40 1.10 -3.87
H -1.89 2.64 -4.42
H -1.07 2.20 -6.47
H -1.30 0.59 -5.96
H 1.25 0.95 -6.48
H 1.00 0.25 -5.04
H 2.13 1.97 -4.13
H 1.31 3.25 -5.20
H -0.95 -4.60 2.81
```

Calculated values
* relative energy (zero: lowest compared OMol25 entry of this formula, charge and spin): 337.1 kcal/mol
* total energy: -26522.2313 eV
* HOMO-LUMO gap: 7.960 eV
* LUMO: -0.640 eV
* HOMO: -8.60 eV
* SMILES: Cc1ccc2c(cnn2C(=O)CCC(=O)NC2CCCC2)c1

Taken from the Löwdin analysis, the atomic charges in e are:
1. C -0.091
2. C -0.239
3. C 0.056
4. C -0.024
5. C -0.102
6. C -0.078
7. C -0.079
8. N 0.136
9. N -0.022
10. C -0.533
11. O 0.066
12. C 0.033
13. C -0.025
14. C -0.432
15. O -0.048
16. N 0.057
17. C -0.291
18. C 0.018
19. C -0.208
20. C -0.348
21. C -0.164
22. C 0.032
23. H 0.106
24. H 0.124
25. H 0.041
26. H 0.067
27. H 0.045
28. H 0.151
29. H 0.054
30. H 0.156
31. H 0.000
32. H 0.149
33. H 0.245
34. H 0.151
35. H 0.073
36. H -0.012
37. H 0.129
38. H 0.135
39. H 0.174
40. H 0.138
41. H 0.068
42. H 0.180
43. H 0.109


(2)
This record from the OMol25 dataset describes the molecule C17H21N3O3. The level of theory is the ωB97M-V functional and the def2-TZVPD basis.

XYZ file:
```
44
Properties=species:S:1:pos:R:3
C 1.91 4.02 3.37
C 1.82 2.55 3.63
C 2.50 1.95 4.68
C 2.41 0.59 4.92
C 1.61 -0.20 4.10
C 0.91 0.37 3.06
C 1.03 1.74 2.81
N 0.30 2.33 1.75
C 0.22 1.96 0.46
O -0.61 2.42 -0.29
C 1.31 1.00 -0.05
N 0.70 0.09 -0.99
C 0.94 0.15 -2.37
O 1.78 0.82 -2.90
N 0.07 -0.71 -2.94
C -0.86 -1.29 -1.99
C -0.81 -2.83 -1.99
C -1.44 -3.41 -3.24
C -2.88 -2.93 -3.40
C -2.92 -1.40 -3.46
C -2.30 -0.80 -2.21
C -0.34 -0.73 -0.68
O -0.76 -0.95 0.43
H 2.71 4.46 3.96
H 0.97 4.51 3.65
H 2.09 4.21 2.32
H 3.12 2.57 5.32
H 2.95 0.15 5.74
H 1.53 -1.26 4.29
H 0.27 -0.23 2.43
H -0.35 3.06 2.02
H 1.80 0.46 0.76
H 2.04 1.59 -0.62
H -0.04 -0.78 -3.93
H -1.34 -3.17 -1.10
H 0.24 -3.15 -1.90
H -1.42 -4.50 -3.18
H -0.86 -3.12 -4.12
H -3.32 -3.35 -4.30
H -3.47 -3.27 -2.55
H -3.95 -1.06 -3.55
H -2.38 -1.06 -4.35
H -2.88 -1.09 -1.33
H -2.29 0.29 -2.27
```

Calculated values
* relative energy (zero: lowest compared OMol25 entry of this formula, charge and spin): 0.0 kcal/mol
* total energy: -28585.4589 eV
* HOMO-LUMO gap: 9.766 eV
* LUMO: 0.783 eV
* HOMO: -8.98 eV
* SMILES: Cc1ccccc1NC(=O)CN1C(=O)NC2(CCCCC2)C1=O

Taken from the Löwdin analysis, the atomic charges in e are:
1. C -0.040
2. C -0.215
3. C -0.047
4. C -0.085
5. C -0.075
6. C -0.023
7. C -0.212
8. N 0.138
9. C -0.450
10. O 0.083
11. C -0.008
12. N 0.077
13. C -0.480
14. O 0.106
15. N 0.181
16. C -0.357
17. C -0.107
18. C -0.191
19. C -0.201
20. C -0.188
21. C -0.100
22. C -0.367
23. O 0.122
24. H 0.077
25. H 0.085
26. H 0.082
27. H 0.109
28. H 0.101
29. H 0.104
30. H 0.100
31. H 0.163
32. H 0.124
33. H 0.145
34. H 0.156
35. H 0.128
36. H 0.128
37. H 0.112
38. H 0.110
39. H 0.109
40. H 0.117
41. H 0.113
42. H 0.110
43. H 0.131
44. H 0.132


(3)
This record from the OMol25 dataset describes the molecule C17H21N3O3S2. The level of theory is the ωB97M-V functional and the def2-TZVPD basis.

XYZ file:
```
46
Properties=species:S:1:pos:R:3
C 0.31 3.84 -0.78
C -0.97 3.90 -0.49
C -1.67 3.11 0.57
N -0.84 2.07 1.15
C -0.61 0.92 0.47
S -1.41 0.73 -1.07
C -0.80 -0.93 -1.51
C -0.78 -1.01 -3.03
O -1.22 -0.11 -3.71
N -0.22 -2.12 -3.56
C 0.21 -3.31 -2.85
C -0.67 -4.49 -3.28
O -0.64 -4.67 -4.67
C -1.08 -3.52 -5.35
C -0.22 -2.30 -5.00
N 0.17 -0.04 0.88
C 0.77 0.16 2.07
S 1.85 -0.99 2.77
C 2.08 0.05 4.16
C 2.98 -0.37 5.26
C 1.37 1.20 4.08
C 1.39 2.26 5.13
C 0.61 1.28 2.87
C -0.26 2.33 2.41
O -0.52 3.37 2.99
H 0.74 4.45 -1.56
H 0.99 3.18 -0.27
H -1.63 4.57 -1.02
H -1.94 3.78 1.40
H -2.58 2.65 0.17
H 0.18 -1.03 -1.06
H -1.48 -1.67 -1.08
H 0.16 -3.17 -1.77
H 1.25 -3.52 -3.14
H -0.31 -5.42 -2.84
H -1.71 -4.30 -2.95
H -1.00 -3.75 -6.42
H -2.13 -3.31 -5.10
H -0.61 -1.40 -5.46
H 0.82 -2.47 -5.33
H 3.78 0.36 5.40
H 3.43 -1.34 5.05
H 2.43 -0.44 6.20
H 2.41 2.63 5.28
H 1.04 1.86 6.08
H 0.75 3.09 4.83
```

Calculated values
* relative energy (zero: lowest compared OMol25 entry of this formula, charge and spin): 12.3 kcal/mol
* total energy: -50253.4151 eV
* HOMO-LUMO gap: 8.272 eV
* LUMO: 0.483 eV
* HOMO: -7.79 eV
* SMILES: C=CCn1c(SCC(=O)N2CCOCC2)nc2sc(C)c(C)c2c1=O

Taken from the Löwdin analysis, the atomic charges in e are:
1. C 0.019
2. C -0.163
3. C -0.186
4. N -0.004
5. C -0.567
6. S 1.083
7. C -0.341
8. C -0.522
9. O 0.020
10. N -0.061
11. C -0.116
12. C -0.186
13. O -0.129
14. C -0.179
15. C -0.105
16. N 0.037
17. C -0.531
18. S 1.101
19. C -0.535
20. C -0.100
21. C -0.264
22. C -0.020
23. C -0.112
24. C -0.349
25. O 0.072
26. H 0.058
27. H 0.065
28. H 0.103
29. H 0.129
30. H 0.103
31. H 0.077
32. H 0.096
33. H 0.118
34. H 0.136
35. H 0.128
36. H 0.131
37. H 0.128
38. H 0.132
39. H 0.125
40. H 0.135
41. H 0.084
42. H 0.065
43. H 0.084
44. H 0.087
45. H 0.087
46. H 0.067